No. 1
C19H21N5O3S as an isolated structure at a distorted geometry, computed with ωB97M-V with the def2-TZVPD basis set.

```
49
Properties=species:S:1:pos:R:3:mulliken_charge:R:1
C -2.86 -3.72 0.69 -1.375
C -3.90 -2.74 0.59 -0.150
H -4.65 -2.90 -0.18 0.311
H -4.49 -2.71 1.55 0.342
O -3.49 -1.62 0.13 -0.214
C -4.39 -0.47 0.50 0.285
O -5.59 -0.62 0.93 -0.648
C -3.65 0.88 0.06 0.949
C -4.22 2.16 0.02 -0.395
N -3.10 2.93 -0.17 0.270
C -2.01 2.51 -0.24 -0.348
C -2.32 1.08 -0.15 0.403
C -1.23 -0.32 -0.14 0.988
O -0.66 -0.45 0.99 -0.634
C -1.06 -0.76 -1.53 -1.112
H -0.90 0.00 -2.01 0.820
H -1.91 -1.46 -1.65 0.330
S 0.29 -1.98 -1.30 -0.237
C 1.66 -0.67 -1.04 0.097
N 1.42 0.57 -0.93 0.177
N 2.57 1.04 -0.75 -0.969
C 3.31 0.17 -0.19 0.335
N 2.79 -1.02 -0.47 0.247
C 3.22 -2.42 -0.21 -1.232
H 4.35 -2.33 -0.82 0.442
H 2.85 -3.09 -1.11 0.400
H 3.09 -3.04 0.62 0.300
C 4.82 0.45 0.10 0.518
C 5.34 -0.59 1.16 -0.793
C 6.75 -0.29 1.50 -0.613
N 7.39 0.91 0.94 -0.602
C 6.74 1.59 0.01 -0.469
C 5.51 1.45 -0.30 -0.238
H 4.99 1.96 -1.03 0.532
H 7.32 2.40 -0.19 0.519
H 7.28 -0.67 2.17 0.611
H 4.94 -1.40 1.30 0.641
C -0.68 3.03 -0.27 -1.402
H -0.78 3.67 -1.41 0.207
H 0.01 2.42 -0.58 0.462
H -0.33 3.58 0.46 0.356
H -3.38 4.05 -0.02 0.376
C -5.66 2.54 0.30 -1.742
H -5.97 2.92 -0.62 0.383
H -6.30 1.79 0.42 0.433
H -5.49 3.24 1.07 0.394
H -2.06 -3.50 1.34 0.297
H -2.33 -3.95 -0.35 0.147
H -3.24 -4.61 0.81 0.601
```

Summary:
Charge: 0
LUMO in eV: 0.3
HOMO level in eV: -7.49
Energy relative to the best compared isomer or geometry (same formula, charge and spin) in eV: 18.295

***

No. 2
A 5-piece molecular cluster, C21H43O11S5 overall at a distorted geometry, computed with ωB97M-V with the def2-TZVPD basis set.

```
80
Properties=species:S:1:pos:R:3:mulliken_charge:R:1
C -0.39 2.21 -2.69 -0.522
C -1.97 1.66 -2.56 -0.197
C -2.83 2.90 -1.92 0.320
C -4.41 2.57 -1.63 0.122
C -5.27 3.82 -2.34 -1.203
S -5.03 0.95 -2.33 1.009
O -6.57 0.89 -1.97 -0.729
O -4.40 -0.32 -1.70 -0.546
O -4.95 0.94 -4.05 -0.746
H 0.36 1.37 -3.00 0.309
H -0.08 2.69 -1.65 -0.191
H -0.45 3.12 -3.46 0.251
H -2.36 1.45 -3.64 0.345
H -1.98 0.67 -1.94 -0.045
H -2.77 3.80 -2.70 0.263
H -2.26 3.27 -0.96 -0.527
H -4.62 2.65 -0.46 0.247
H -4.99 3.77 -3.49 0.329
H -6.45 3.63 -2.25 0.311
H -4.96 4.84 -1.86 0.304
C -0.17 2.70 3.84 -0.759
C -1.51 3.16 4.42 -0.654
C -1.98 4.34 3.58 -0.708
S -1.28 4.12 1.95 1.178
O -0.34 5.18 1.70 -0.741
O -2.34 3.78 1.02 -0.683
C -0.37 2.63 2.33 0.878
H 0.13 1.73 4.25 0.380
H 0.61 3.43 4.09 0.340
H -2.24 2.34 4.35 0.303
H -1.42 3.43 5.47 0.355
H -3.07 4.37 3.50 0.332
H -1.61 5.29 3.98 0.340
H 0.57 2.62 1.78 -0.528
H -0.99 1.78 2.05 -0.218
C -1.29 -1.87 -0.79 -0.702
C -0.88 -3.26 -0.32 -0.580
C -0.24 -3.10 1.06 -0.622
S -0.97 -1.65 1.79 1.259
O 0.06 -0.64 1.94 -0.574
O -1.83 -2.04 2.89 -0.759
C -1.98 -1.21 0.39 -0.542
H -1.94 -1.91 -1.67 0.492
H -0.39 -1.30 -1.07 0.278
H -1.77 -3.89 -0.24 0.325
H -0.19 -3.75 -1.02 0.370
H -0.44 -3.97 1.70 0.280
H 0.84 -2.94 0.98 0.267
H -2.05 -0.13 0.30 0.253
H -2.97 -1.64 0.55 0.402
C 3.92 -7.51 -0.21 -0.550
C 2.54 -8.03 0.21 -0.666
C 1.71 -6.82 0.65 -0.642
S 2.36 -5.42 -0.25 1.262
O 2.96 -4.50 0.70 -0.686
O 1.38 -4.99 -1.22 -0.727
C 3.66 -6.30 -1.09 -0.796
H 4.49 -8.28 -0.74 0.350
H 4.49 -7.22 0.68 0.282
H 2.06 -8.51 -0.65 0.303
H 2.61 -8.77 1.00 0.316
H 0.66 -6.95 0.42 0.362
H 1.84 -6.62 1.72 0.389
H 4.53 -5.66 -1.20 0.397
H 3.28 -6.60 -2.07 0.344
C 4.63 1.82 0.21 -0.782
C 3.29 2.28 0.78 -0.321
C 2.82 3.46 -0.06 -0.110
S 3.52 3.23 -1.68 1.072
O 4.46 4.30 -1.93 -0.696
O 2.46 2.90 -2.62 -0.563
C 4.43 1.75 -1.30 -0.699
H 4.93 0.85 0.61 0.352
H 5.41 2.55 0.45 0.334
H 2.56 1.46 0.72 0.076
H 3.38 2.55 1.84 0.384
H 1.73 3.49 -0.13 -0.167
H 3.19 4.41 0.34 0.359
H 5.37 1.74 -1.86 0.413
H 3.81 0.90 -1.58 0.342
```

Summary:
Charge: -1
LUMO in eV: 1.5
HOMO level in eV: -4.55

***

No. 3
C29H43GeInN4S as an isolated structure, computed with ωB97M-V with the def2-TZVPD basis set.

```
79
Properties=species:S:1:pos:R:3:mulliken_charge:R:1
In -0.74 0.45 0.45 0.908
C 1.20 0.96 3.24 -1.002
N 1.23 -0.25 2.44 0.215
C 2.52 -0.43 1.81 -1.224
C 0.58 -1.38 2.91 0.738
C 1.25 -2.59 3.07 -0.426
C 0.60 -3.72 3.52 -0.758
C -0.79 -3.70 3.70 -0.975
C -1.49 -2.53 3.52 -1.023
C -0.83 -1.32 3.18 0.681
N -1.46 -0.16 2.92 0.257
C -2.74 0.08 3.26 0.242
C -3.41 -0.53 4.35 -0.925
C -4.76 -0.41 4.50 -0.871
C -5.51 0.30 3.56 -0.774
C -4.87 1.02 2.57 -0.415
C -3.48 1.03 2.46 0.518
N -2.79 1.88 1.61 0.487
C -1.92 2.81 2.32 -0.972
C -3.55 2.54 0.56 -1.404
H 2.10 1.02 3.86 0.443
H 1.17 1.85 2.60 0.252
H 0.33 0.96 3.90 0.338
H 3.32 -0.60 2.54 0.395
H 2.49 -1.27 1.11 0.476
H 2.77 0.47 1.25 0.193
H 2.31 -2.66 2.90 0.541
H 1.16 -4.62 3.72 0.442
H -1.31 -4.60 3.96 0.462
H -2.56 -2.54 3.57 0.634
H -2.82 -1.03 5.10 0.750
H -5.25 -0.86 5.35 0.448
H -6.58 0.37 3.66 0.440
H -5.46 1.65 1.92 0.493
H -2.50 3.65 2.71 0.474
H -1.44 2.31 3.15 0.210
H -1.15 3.20 1.64 0.303
H -4.22 3.30 0.95 0.393
H -2.84 3.02 -0.12 0.299
H -4.12 1.80 -0.01 0.459
S -1.24 1.40 -2.33 -0.424
C -2.01 -0.18 -2.47 0.426
C -2.64 -0.57 -3.65 -0.666
C -3.26 -1.81 -3.67 -0.315
C -3.22 -2.61 -2.54 -0.794
C -2.57 -2.13 -1.42 -0.485
N -1.99 -0.94 -1.38 0.088
H -2.65 0.08 -4.50 0.522
H -3.77 -2.14 -4.56 0.458
H -3.70 -3.58 -2.53 0.461
H -2.50 -2.71 -0.51 0.494
C 4.20 -2.02 -4.97 -1.411
C 2.90 -1.33 -4.60 -0.274
C 2.51 -1.56 -3.15 -0.801
C 1.10 -1.05 -2.85 -0.382
Ge 0.84 0.90 -3.25 0.310
C 1.94 2.18 -2.18 -0.217
C 3.39 2.27 -2.64 -0.467
C 4.20 3.25 -1.78 -0.746
C 4.51 2.69 -0.40 -0.835
H 4.45 -1.84 -6.01 0.378
H 4.11 -3.10 -4.83 0.356
H 5.03 -1.66 -4.36 0.329
H 2.10 -1.70 -5.25 0.354
H 3.00 -0.24 -4.77 0.254
H 3.23 -1.07 -2.49 0.222
H 2.55 -2.63 -2.93 0.552
H 0.86 -1.21 -1.79 0.083
H 0.38 -1.61 -3.44 0.456
H 0.63 1.25 -4.71 0.129
H 1.89 1.84 -1.14 -0.112
H 1.47 3.17 -2.22 0.423
H 3.42 2.61 -3.68 0.445
H 3.86 1.29 -2.60 0.121
H 3.65 4.18 -1.68 0.335
H 5.13 3.47 -2.28 0.343
H 3.59 2.43 0.14 -0.050
H 5.05 3.42 0.19 0.410
H 5.13 1.80 -0.48 0.307
```

Summary:
Charge: +2
LUMO (spin up / spin down) in eV: -8.1 / -8.3
HOMO level (spin up / spin down) in eV: -13.42 / -13.30
Energy relative to the best compared isomer or geometry (same formula, charge and spin) in eV: 1.690

***

No. 4
A 2-piece molecular cluster, C2H8N2 overall at a distorted geometry, computed with ωB97M-V with the def2-TZVPD basis set.

```
12
Properties=species:S:1:pos:R:3:mulliken_charge:R:1
C -4.10 0.91 1.87 -0.620
N -2.81 0.92 1.22 -0.513
H -4.42 1.93 2.04 0.257
H -4.12 0.40 2.84 0.236
H -4.77 0.37 1.21 0.259
H -2.09 1.44 1.71 0.191
H -2.43 0.03 0.98 0.191
C 4.65 -1.35 -2.62 -0.242
N 5.14 -0.66 -1.70 -0.456
H 3.58 -1.30 -2.79 0.241
H 5.22 -2.03 -3.24 0.221
H 6.15 -0.65 -1.52 0.236
```

Summary:
Charge: 0
LUMO in eV: 1.3
HOMO level in eV: -8.97
SMILES string: C=N.CN
Energy relative to the best compared isomer or geometry (same formula, charge and spin) in eV: 1.135

***

No. 5
C14H18Br32F3P as an isolated structure, computed with ωB97M-V with the def2-TZVPD basis set.

```
68
Properties=species:S:1:pos:R:3:mulliken_charge:R:1
F -2.85 -1.50 -4.22 -0.197
C -2.82 -1.98 -2.96 0.406
F -4.09 -2.20 -2.57 -0.200
Br -1.92 -3.70 -2.97 -0.149
C -2.13 -0.98 -2.02 0.376
F -2.26 -1.53 -0.78 -0.248
Br -3.21 0.64 -2.02 -0.118
C -0.65 -0.75 -2.34 -0.310
C -0.18 0.64 -2.76 -1.282
P 0.04 1.90 -1.30 0.476
H -0.12 -1.06 -1.44 0.139
H -0.39 -1.46 -3.12 0.424
H 0.83 0.50 -3.18 0.363
H -0.79 1.06 -3.56 0.608
H -1.01 2.72 -1.76 -0.143
H -0.28 0.86 -0.38 -0.003
H 1.36 2.18 -1.73 0.029
H 0.25 2.81 -0.17 -0.124
C 3.28 -2.51 -1.46 -0.138
Br 4.65 -2.52 -2.82 -0.023
Br 2.92 -0.73 -0.83 -0.028
Br 1.69 -3.41 -2.05 0.066
H 3.68 -3.08 -0.63 0.154
C 6.42 -5.92 -2.55 -0.138
Br 4.91 -6.18 -1.39 0.074
Br 8.07 -6.15 -1.59 -0.030
Br 6.33 -7.06 -4.09 -0.003
H 6.38 -4.90 -2.90 0.102
C -4.50 -7.78 -2.09 -0.329
Br -5.18 -8.69 -0.54 -0.018
Br -4.58 -5.88 -1.90 0.023
Br -2.71 -8.36 -2.51 -0.032
H -5.13 -8.06 -2.92 0.354
C -2.01 6.01 -0.11 -0.319
Br -3.02 4.87 1.06 0.092
Br -0.13 5.94 0.25 -0.067
Br -2.38 5.60 -1.96 -0.076
H -2.34 7.03 0.06 0.414
C 1.10 -4.41 2.16 -0.480
Br 2.78 -5.17 1.59 0.070
Br 1.32 -2.57 2.67 -0.014
Br -0.24 -4.61 0.81 0.042
H 0.78 -4.96 3.03 0.362
C -4.17 3.22 4.76 -0.379
Br -5.25 2.89 3.21 -0.039
Br -2.54 2.22 4.71 -0.001
Br -3.86 5.11 4.99 0.065
H -4.73 2.87 5.62 0.374
C -5.03 9.42 5.55 -0.317
Br -6.16 8.96 4.07 -0.011
Br -3.33 8.51 5.43 -0.012
Br -4.79 11.32 5.70 -0.037
H -5.51 9.08 6.45 0.345
C 6.40 -7.74 1.65 0.234
Br 5.71 -6.14 2.47 0.017
Br 8.11 -8.22 2.37 -0.036
Br 5.14 -9.18 1.76 -0.006
H 6.54 -7.51 0.60 -0.228
C 2.13 4.61 -4.68 -0.397
Br 2.53 2.74 -4.92 -0.034
Br 1.03 4.90 -3.14 0.066
Br 3.73 5.66 -4.62 -0.027
H 1.57 4.93 -5.54 0.371
C 0.02 5.50 4.75 -0.008
Br 1.29 5.75 6.17 -0.028
Br -0.32 7.15 3.82 -0.056
Br 0.54 4.10 3.56 0.005
H -0.92 5.20 5.21 0.038
```

Summary:
Charge: 0
LUMO in eV: -0.2
HOMO level in eV: -8.11

***

No. 6
C12H10Br3CrF2 as an isolated structure at a distorted geometry, computed with ωB97M-V with the def2-TZVPD basis set.

```
28
Properties=species:S:1:pos:R:3:mulliken_spin:R:1
Cr 0.54 0.00 0.56 3.999
Br 2.98 0.49 1.19 0.019
Br 0.44 -0.19 -2.02 0.004
Br -1.03 -0.19 2.49 0.011
F 0.27 2.31 0.47 -0.028
C -0.37 3.49 0.37 0.000
C -1.21 3.69 -0.71 0.005
C -1.76 4.93 -0.92 0.000
C -1.51 5.97 -0.04 0.000
C -0.70 5.73 1.08 0.000
C -0.13 4.49 1.28 0.003
H -1.31 2.84 -1.38 -0.001
H -2.39 5.07 -1.79 0.000
H -1.87 6.98 -0.20 0.000
H -0.57 6.53 1.79 0.000
H 0.56 4.24 2.08 0.000
F 1.04 -2.18 0.48 -0.016
C 0.84 -3.43 0.05 -0.003
C 1.26 -3.79 -1.22 0.000
C 1.02 -5.09 -1.66 0.000
C 0.45 -6.00 -0.79 0.001
C 0.05 -5.63 0.50 0.001
C 0.25 -4.33 0.91 0.001
H 1.75 -3.04 -1.82 0.001
H 1.34 -5.36 -2.65 0.000
H 0.38 -7.05 -1.07 0.000
H -0.34 -6.44 1.10 0.000
H 0.00 -4.02 1.92 0.000
```

Summary:
⟨S²⟩: 6.017
Charge: -1
LUMO (spin up / spin down) in eV: 2.9 / 2.9
HOMO level (spin up / spin down) in eV: -5.08 / -5.48
Multiplicity: 5

***

No. 7
A 7-piece molecular cluster, C30H63ClNO9 overall at a distorted geometry, computed with ωB97M-V with the def2-TZVPD basis set.

```
104
Properties=species:S:1:pos:R:3:mulliken_charge:R:1
O 1.43 1.59 1.92 -0.603
C 1.39 1.44 0.71 0.549
O 1.23 2.58 -0.06 -0.506
C 1.59 -0.01 0.15 -0.864
C 1.06 -0.19 -1.35 -0.485
C -0.51 -0.22 -1.31 -1.867
C -1.36 0.56 -2.40 1.280
C -1.57 -0.33 -3.72 -0.692
C -0.40 -1.34 -4.03 -0.191
C -0.50 -1.83 -5.55 -0.737
Cl -0.03 -0.41 -6.64 -0.261
C -0.58 1.85 -2.97 -0.712
C -1.59 3.09 -3.07 -0.779
C -2.74 2.90 -4.12 -0.870
N -3.83 1.98 -3.73 -0.124
C -4.37 2.25 -2.40 -0.096
C -5.45 1.13 -2.13 -0.128
C -4.90 -0.18 -1.78 -0.287
C -5.79 -1.33 -1.55 -0.681
C -7.25 -1.11 -1.68 -0.288
C -7.78 0.21 -2.00 -0.482
C -6.89 1.35 -2.23 0.127
O -7.42 2.62 -2.54 -0.580
H 0.26 2.65 -0.25 0.333
H 2.64 -0.36 0.30 0.463
H 0.95 -0.68 0.78 0.317
H 1.43 -1.21 -1.65 0.443
H 1.57 0.54 -2.02 0.305
H -0.86 0.15 -0.29 0.570
H -0.84 -1.30 -1.35 0.274
H -1.77 0.33 -4.60 -0.022
H -2.51 -0.96 -3.57 0.161
H 0.63 -0.90 -3.93 0.150
H -0.49 -2.29 -3.43 0.300
H 0.25 -2.62 -5.76 0.445
H -1.55 -2.14 -5.80 0.346
H -0.17 1.60 -4.00 0.093
H 0.24 2.20 -2.29 0.406
H -1.94 3.39 -2.04 0.267
H -0.95 3.96 -3.42 0.439
H -3.22 3.92 -4.30 0.403
H -2.31 2.59 -5.10 0.131
H -4.58 2.06 -4.42 0.280
H -4.90 3.25 -2.31 0.409
H -3.63 2.15 -1.57 0.073
H -3.80 -0.34 -1.68 0.271
H -5.37 -2.33 -1.30 0.594
H -7.90 -2.01 -1.54 0.253
H -8.89 0.31 -2.08 0.316
H -7.30 3.18 -1.74 0.326
C 2.73 -1.47 4.89 -0.975
C 3.06 -1.36 3.41 -0.188
O 1.91 -0.99 2.67 -0.428
H 1.94 -2.21 5.05 0.288
H 3.60 -1.75 5.47 0.163
H 2.35 -0.51 5.27 0.343
H 3.42 -2.32 3.03 0.310
H 3.84 -0.61 3.25 0.205
H 1.60 -0.14 3.00 0.253
C 7.38 -2.20 6.26 -0.853
C 7.28 -2.21 4.74 -0.346
O 6.39 -1.18 4.31 -0.398
H 6.40 -2.36 6.71 0.171
H 8.06 -2.99 6.60 0.345
H 7.75 -1.24 6.62 0.287
H 6.89 -3.16 4.39 0.280
H 8.26 -2.04 4.28 0.257
H 6.74 -0.34 4.61 0.259
C 7.36 -2.67 11.31 -1.049
C 7.05 -1.68 10.20 -0.229
O 6.47 -2.35 9.09 -0.440
H 8.04 -3.45 10.95 0.283
H 7.82 -2.17 12.17 0.328
H 6.45 -3.18 11.64 0.327
H 7.97 -1.20 9.86 0.268
H 6.36 -0.91 10.55 0.261
H 5.65 -2.77 9.39 0.260
C -1.89 3.76 -9.43 -1.115
C -2.76 3.43 -8.24 -0.189
O -2.17 3.89 -7.04 -0.428
H -0.90 3.32 -9.32 0.281
H -2.34 3.40 -10.36 0.341
H -1.75 4.85 -9.51 0.330
H -2.89 2.35 -8.15 0.284
H -3.76 3.88 -8.34 0.277
H -2.07 4.85 -7.11 0.240
C -6.36 -6.70 -1.17 -1.034
C -5.19 -5.82 -0.77 -0.334
O -5.46 -4.46 -1.09 -0.466
H -6.56 -6.61 -2.24 0.266
H -6.17 -7.75 -0.93 0.351
H -7.28 -6.39 -0.65 0.333
H -4.29 -6.12 -1.30 0.311
H -5.00 -5.90 0.31 0.259
H -6.25 -4.20 -0.60 0.232
C 3.06 4.84 3.61 -1.006
C 3.96 4.15 2.60 -0.139
O 4.23 2.81 3.01 -0.454
H 3.53 4.84 4.60 0.287
H 2.86 5.87 3.31 0.330
H 2.11 4.30 3.70 0.286
H 4.92 4.67 2.53 0.291
H 3.50 4.13 1.61 0.181
H 3.38 2.35 3.07 0.236
```

Summary:
Charge: -1
LUMO in eV: 1.9
HOMO level in eV: -1.54